ORCA calculation (the ωB97M-V functional and the def2-TZVPD basis) on C33H27CdClN3O7S2Sb as an isolated structure.

XYZ file:
```
75
Properties=species:S:1:pos:R:3:forces:R:3:mulliken_charge:R:1
Cd -0.451 -1.078 1.920 0.42 0.17 -0.39 2.57
O -1.319 -2.478 3.262 -0.42 -0.45 0.18 -0.92
C -2.210 -3.342 2.942 -0.11 -0.04 0.19 0.41
C -2.484 -4.475 3.661 0.13 -0.04 0.10 -0.90
C -3.610 -5.313 3.346 -0.10 0.01 -0.15 0.05
C -4.427 -5.087 2.308 0.04 -0.01 0.08 -1.15
C -4.156 -3.934 1.402 -0.15 -0.10 -0.04 0.02
C -3.852 -1.928 1.718 -0.20 -0.48 0.26 -0.34
C -3.546 -0.575 1.703 0.26 0.30 -0.16 -0.52
N -2.335 -0.087 1.713 -0.77 0.36 -0.18 0.65
N -2.270 1.286 1.634 0.02 0.35 0.08 -0.90
C -1.104 1.763 1.352 -0.12 -0.29 0.01 0.01
O -0.003 1.085 1.060 -0.30 0.08 0.01 -0.93
C -1.047 3.252 1.433 0.08 0.04 -0.13 0.18
C -1.987 4.017 0.748 0.08 0.00 0.00 -0.29
C -1.958 5.400 0.835 0.02 0.03 0.01 -0.68
C -0.996 6.032 1.613 -0.02 0.04 -0.02 -0.34
C -0.060 5.273 2.303 0.03 0.03 0.00 -0.86
C -0.082 3.890 2.209 0.01 -0.09 -0.05 0.11
H -1.866 -4.691 4.521 0.04 0.05 -0.03 0.42
H -3.800 -6.163 3.996 -0.04 0.01 0.00 0.32
H -5.298 -5.693 2.097 0.01 -0.02 0.01 0.38
H -4.090 -4.267 0.359 -0.01 0.06 -0.01 0.33
H -4.376 0.122 1.613 -0.03 -0.02 0.00 0.36
H -2.722 3.502 0.143 -0.02 0.00 0.00 0.42
H -2.682 5.994 0.290 -0.01 -0.02 -0.01 0.37
H -0.977 7.114 1.682 0.01 -0.01 0.00 0.37
H 0.689 5.764 2.913 -0.01 -0.02 0.01 0.38
H 0.642 3.286 2.744 0.02 0.01 -0.02 0.42
O -0.727 -2.594 0.001 0.05 0.06 0.07 -0.80
H -0.165 -3.233 0.461 -0.01 -0.09 -0.03 0.31
H -1.636 -2.804 0.331 -0.04 -0.07 0.14 0.28
S -1.918 0.454 -1.805 0.09 -0.14 0.31 -0.70
Sb 0.305 0.359 -1.407 0.60 0.41 -0.75 1.98
C 1.890 -0.671 -0.392 -0.44 0.11 -0.11 0.38
C 2.830 0.088 0.291 0.01 0.00 0.09 0.21
C 4.033 -0.491 0.671 0.03 0.01 -0.05 -0.57
C 4.289 -1.821 0.377 -0.01 0.03 -0.05 -0.70
C 3.336 -2.581 -0.284 0.05 -0.02 -0.07 -0.62
C 2.137 -2.006 -0.677 0.07 0.02 -0.07 -0.76
C 1.053 -0.377 -3.338 -0.13 -0.01 0.12 -0.58
C 0.168 -0.523 -4.401 -0.07 -0.07 0.06 -0.28
C 0.621 -0.865 -5.669 0.03 -0.01 -0.06 -0.56
C 1.976 -1.069 -5.892 -0.01 0.00 -0.02 -0.41
C 2.871 -0.925 -4.841 0.02 0.01 0.03 -0.82
C 2.412 -0.578 -3.576 0.01 0.04 -0.04 0.19
C 1.169 2.309 -1.779 -0.14 -0.16 0.15 0.79
C 1.456 3.200 -0.755 0.13 0.01 0.04 -0.01
C 1.844 4.504 -1.030 0.02 0.02 0.00 -0.85
C 1.974 4.928 -2.343 0.00 0.02 0.02 -0.56
C 1.725 4.036 -3.377 0.02 0.01 0.00 -0.74
C 1.318 2.739 -3.096 -0.08 -0.05 -0.02 -0.64
H 2.618 1.120 0.534 0.05 -0.04 0.02 -0.01
H 4.764 0.096 1.213 -0.02 -0.01 0.02 0.35
H 5.222 -2.273 0.689 -0.03 -0.01 0.03 0.35
H 3.520 -3.629 -0.489 0.00 0.01 0.02 0.39
H 1.400 -2.593 -1.212 0.04 0.02 -0.02 0.44
H -0.890 -0.362 -4.219 0.01 0.01 0.01 0.32
H -0.083 -0.966 -6.487 -0.01 -0.02 0.02 0.39
H 2.334 -1.338 -6.879 -0.01 0.00 0.00 0.35
H 3.932 -1.079 -5.005 0.00 0.01 0.00 0.39
H 3.132 -0.450 -2.777 0.01 -0.02 0.06 0.34
H 1.379 2.869 0.267 -0.15 0.04 0.13 0.06
H 2.026 5.190 -0.211 0.01 0.00 0.01 0.41
H 2.261 5.951 -2.559 0.02 -0.02 -0.01 0.35
H 1.842 4.351 -4.408 -0.03 0.00 0.00 0.40
H 1.105 2.063 -3.914 -0.01 0.01 -0.03 0.33
S -6.626 -2.363 1.236 -0.22 -0.03 -0.08 -0.55
C -5.012 -2.665 1.474 0.36 0.30 0.04 -0.11
N -2.951 -3.085 1.732 0.33 0.06 -0.18 0.30
O 1.284 -2.973 2.070 -0.13 -0.08 -0.15 -0.62
Cl 1.888 -2.331 3.222 1.15 -0.74 0.50 1.73
O 1.425 -2.907 4.434 -0.11 -0.06 0.14 -0.67
O 3.318 -2.452 3.131 -0.03 0.10 0.04 -0.68
O 1.530 -0.915 3.169 -0.29 0.41 -0.09 -0.75
```
Forces are in eV/Å.

The calculation puts the energy above the lowest of the compared OMol25 structures with the same formula, charge and spin at 93.5 kcal/mol. As for the net charge: -2.



ORCA calculation (the ωB97M-V functional and the def2-TZVPD basis) on C22H26MoN3S2 as an isolated structure.

XYZ file:
```
54
Properties=species:S:1:pos:R:3:forces:R:3:mulliken_charge:R:1
Mo 0.710 -0.173 0.053 -0.14 0.10 -2.40 0.46
C -0.266 -0.800 2.159 0.12 0.09 0.66 1.22
C -0.461 0.582 1.981 -0.24 -0.03 0.54 0.83
C 0.825 1.216 1.868 0.21 0.02 -0.04 1.05
C 1.812 0.188 1.988 -0.17 -0.21 0.15 0.45
C 1.133 -1.068 2.119 -0.16 -0.02 0.64 0.39
C 1.785 -2.367 2.494 -0.06 0.02 -0.26 -1.93
C 3.286 0.389 2.181 -0.05 -0.07 -0.28 -1.72
C 1.058 2.695 1.938 -0.02 -0.15 -0.08 -2.04
C -1.763 1.314 2.105 0.04 -0.01 -0.15 -1.69
C -1.323 -1.813 2.458 0.02 0.02 -0.18 -1.93
H 2.125 -2.339 3.534 0.01 -0.01 0.01 0.31
H 2.647 -2.580 1.861 0.02 -0.02 0.04 0.32
H 1.083 -3.194 2.391 0.03 -0.02 -0.02 0.45
H 3.561 0.183 3.219 0.00 0.02 0.01 0.31
H 3.570 1.415 1.951 0.04 -0.01 -0.02 0.39
H 3.870 -0.274 1.541 0.03 0.01 0.02 0.27
H 1.095 3.019 2.984 -0.01 0.07 -0.02 0.27
H 0.256 3.235 1.437 0.01 0.01 -0.03 0.35
H 1.995 2.977 1.459 0.01 0.01 0.00 0.49
H -1.921 1.633 3.140 -0.01 0.00 0.00 0.33
H -2.608 0.691 1.812 -0.01 0.00 -0.02 0.35
H -1.775 2.200 1.470 -0.02 -0.01 -0.02 0.33
H -1.350 -2.020 3.532 0.00 0.02 0.01 0.35
H -1.137 -2.745 1.927 -0.03 0.00 -0.01 0.47
H -2.305 -1.454 2.153 -0.01 -0.04 -0.02 0.33
S -0.576 1.548 -1.214 0.01 -0.37 0.67 -0.29
C -2.180 0.852 -1.177 -0.03 -0.16 -0.11 0.48
C -3.292 1.670 -1.337 -0.22 0.12 -0.03 -0.85
C -4.595 1.174 -1.308 0.46 -0.66 0.11 0.60
C -5.700 2.048 -1.482 -0.36 0.34 -0.07 -0.09
N -6.586 2.767 -1.636 0.03 -0.01 0.02 -0.59
C -4.790 -0.207 -1.107 0.55 0.40 -0.07 0.59
C -3.677 -1.034 -0.958 -0.12 0.03 -0.03 -1.04
C -2.377 -0.540 -0.992 -0.11 0.09 -0.19 0.53
S -1.039 -1.656 -0.852 0.11 0.31 0.46 -0.28
C -6.094 -0.769 -1.054 -0.48 -0.19 0.07 -0.11
N -7.141 -1.244 -0.996 0.05 0.02 -0.03 -0.59
H -3.139 2.733 -1.477 -0.01 0.00 -0.03 0.49
H -3.820 -2.096 -0.808 -0.05 0.00 -0.01 0.49
C 3.034 0.996 -2.766 -0.12 -0.10 0.13 -1.48
C 2.578 -0.440 -2.467 0.12 -0.11 -0.71 1.44
C 3.805 -1.348 -2.299 -0.17 0.08 0.13 -1.64
C 1.706 -0.966 -3.620 0.02 0.04 0.15 -1.47
N 1.801 -0.442 -1.278 0.63 0.37 1.09 -0.83
H 3.665 1.033 -3.658 -0.03 -0.01 -0.02 0.42
H 3.597 1.380 -1.914 0.02 0.03 -0.02 0.33
H 2.157 1.629 -2.910 0.03 0.03 -0.02 0.31
H 4.366 -1.400 -3.235 0.03 -0.01 0.00 0.40
H 3.482 -2.351 -2.016 0.04 -0.01 -0.02 0.36
H 4.457 -0.958 -1.515 0.01 -0.02 0.00 0.35
H 2.258 -0.951 -4.563 0.00 0.01 0.01 0.42
H 0.810 -0.350 -3.710 0.00 0.00 -0.01 0.28
H 1.389 -1.987 -3.404 -0.02 0.00 -0.02 0.36
```
Forces are in eV/Å.

The calculation puts the energy above the lowest of the compared OMol25 structures with the same formula, charge and spin at 13.2 kcal/mol. As for the net charge: -1.



Number 1: Kohn-Sham gap 0.199 hartree, DFT total energy -3628.99186 a.u., F_max 1.46 eV/Å. Number 2: Kohn-Sham gap 0.240 hartree, DFT total energy -1882.91648 a.u., F_max 2.41 eV/Å.